Version 1
28
Properties=species:S:1:pos:R:3:mulliken_charge:R:1 method="wB97M-V/def2-TZVPD" lumo_ha=-0.1805 total_charge=+1 mol_weight_da=173.31 gap_ev=6.709
N -1.2150 -1.2101 -2.7343 -0.546
C -1.1026 0.2235 -2.4288 -0.478
C -2.0604 0.7424 -1.3140 -0.525
C -2.2244 -0.1938 -0.0856 -0.938
C -0.8698 -0.7184 0.4838 -0.463
C -0.0604 0.3952 1.2112 -0.701
C 1.0881 -0.1607 2.1266 -0.134
C 2.3635 0.7527 2.1809 -0.701
N 2.9020 0.6435 0.8063 -0.086
C 2.7323 -0.4778 0.1586 -0.011
S 1.8778 -1.6077 1.2825 -0.093
H -2.0071 -1.6521 -2.2965 0.253
H -0.3617 -1.7187 -2.5824 0.246
H -0.0397 0.4350 -2.1805 0.103
H -1.3281 0.7876 -3.3503 0.338
H -3.0349 1.0089 -1.7552 0.373
H -1.6289 1.6919 -0.9360 0.264
H -2.7570 0.3814 0.6964 0.413
H -2.8355 -1.0810 -0.3303 0.315
H -0.3326 -1.1913 -0.3502 0.232
H -1.1133 -1.4837 1.2494 0.426
H 0.4172 1.0723 0.4790 0.281
H -0.7673 0.9434 1.8600 0.385
H 0.7351 -0.3989 3.1393 0.574
H 3.0958 0.3091 2.8723 0.357
H 2.0626 1.7987 2.3443 0.373
H 3.4032 1.3796 0.3204 0.284
H 3.0612 -0.6709 -0.8667 0.460

---

Version 2
28
Properties=species:S:1:pos:R:3:mulliken_charge:R:1 method="wB97M-V/def2-TZVPD" lumo_ha=-0.1273 total_charge=+1 mol_weight_da=173.31 gap_ev=9.638
C -0.7616 0.7222 -0.2495 0.370
C 1.3811 -0.0588 -1.3577 -1.163
C 1.7241 1.2798 -0.6575 0.440
C 2.7380 1.2656 0.4174 -1.485
C 1.2751 -1.7051 1.3912 -1.172
C -2.8884 1.6995 0.1815 -1.217
C -2.8293 -0.6125 -0.4759 -1.044
C 0.3345 -1.8372 0.1547 -0.236
N 0.2520 -0.7906 -0.8525 -0.075
N -2.0300 0.5700 -0.0475 0.181
S 0.1355 2.1041 -0.1322 -0.152
H 1.0925 0.1545 -2.3862 0.356
H 2.2257 -0.6858 -1.3663 0.568
H 2.0395 1.9467 -1.4764 0.476
H 3.6392 0.7718 0.2519 0.386
H 2.2565 0.8423 1.3030 0.362
H 3.1357 2.2627 0.5552 0.398
H 1.5388 -2.6504 1.8876 0.403
H 2.1986 -1.3991 0.9683 0.286
H 1.0464 -1.0777 2.2786 0.283
H -2.6910 2.5743 -0.3248 0.497
H -3.9480 1.4962 -0.0305 0.361
H -2.8151 2.0007 1.2289 0.409
H -2.2876 -1.3979 -0.9122 0.417
H -3.4221 -1.0547 0.3987 0.373
H -3.6672 -0.4131 -1.3132 0.346
H -0.6737 -2.1397 0.4696 0.292
H 0.9066 -2.6769 -0.4936 0.340

---

Least stable: version 2

---

Version 1
37
Properties=species:S:1:pos:R:3:mulliken_charge:R:1 method="wB97M-V/def2-TZVPD" lumo_ha=0.0305 smiles=CCc1c[nH]c2ccccc12.Cc1ccccc1 mol_weight_da=237.35 gap_ev=8.692
C -1.3821 -3.3512 2.3947 -1.276
C -2.2986 -0.2860 0.3996 0.137
C -3.3283 0.3179 1.1277 -0.773
C -1.7772 -1.5058 0.7708 -0.695
C -2.1148 -2.0829 2.0279 0.859
C -3.6656 -0.2591 2.3307 -0.230
C -2.9471 -1.3526 2.8427 -0.599
H -1.8889 0.1325 -0.5151 0.238
H -3.7155 1.2526 0.7495 0.380
H -0.9955 -2.0458 0.2601 0.281
H -4.5366 0.0558 2.8848 0.370
H -2.0572 -4.1982 2.4466 0.281
H -0.9750 -3.2049 3.3728 0.347
H -3.2397 -1.6510 3.8421 0.346
H -0.5297 -3.5570 1.7549 0.348
C 0.3530 3.0937 -1.5468 -0.719
C 0.6670 3.7877 -0.1863 -1.138
C 0.6523 1.6362 -1.6607 0.770
C 0.0012 0.7854 -2.4843 -1.285
C 1.7458 0.8950 -1.0813 1.173
C 1.6465 -0.4153 -1.5796 -0.109
C 2.7121 1.1360 -0.0999 -0.441
C 2.4836 -1.4472 -1.1901 -0.863
C 3.5886 0.1179 0.2585 -0.781
C 3.4818 -1.1595 -0.2722 -0.535
N 0.5722 -0.4605 -2.4511 -0.033
H -0.6942 3.2295 -1.7479 0.340
H 0.7537 3.7465 -2.3314 0.382
H 0.9969 3.0327 0.5234 0.309
H -0.7815 1.0383 -3.1709 0.431
H 0.1386 -1.3483 -2.6287 0.273
H 2.9389 2.1120 0.2978 0.353
H 2.4520 -2.4388 -1.6098 0.402
H 4.2905 0.3982 1.0263 0.378
H 4.1860 -1.9067 -0.0654 0.463
H -0.2131 4.3062 0.1786 0.344
H 1.5101 4.4600 -0.3329 0.273

---

Version 2
37
Properties=species:S:1:pos:R:3:mulliken_charge:R:1 method="wB97M-V/def2-TZVPD" lumo_ha=0.0315 smiles=Cc1c[nH]c2ccccc12.CCc1ccccc1 mol_weight_da=237.35 gap_ev=8.806
C -0.6635 0.4596 -1.9316 -0.180
C 0.0265 1.8231 -2.0745 -1.353
C -1.8032 0.3974 -0.9519 0.498
C -3.0246 -0.1927 -1.2033 -0.253
C -1.6905 1.0598 0.2875 0.111
C -4.0949 -0.1075 -0.3040 -0.638
C -2.7102 1.1328 1.2002 -0.741
C -3.9332 0.5144 0.9098 -0.403
H -1.0754 0.1904 -2.9079 0.484
H 0.0642 -0.3278 -1.7370 -0.272
H 0.4303 2.1982 -1.1404 0.283
H -3.1596 -0.7453 -2.1275 0.345
H -0.6927 1.4278 0.5065 0.177
H -5.0349 -0.5046 -0.6657 0.375
H -2.5396 1.6646 2.1265 0.417
H -4.7659 0.5522 1.5941 0.401
H -0.6872 2.5542 -2.4530 0.376
H 0.8357 1.6744 -2.7937 0.375
C -0.1557 -2.6866 0.6349 -1.473
C 1.0239 -1.9207 0.1105 0.771
C 1.7499 -2.0714 -1.0141 -1.043
C 1.5507 -0.7456 0.7833 1.351
C 2.5776 -0.2340 -0.0308 -0.152
C 1.0054 0.0317 1.8031 -0.741
C 3.2129 0.9552 0.3041 -1.110
C 1.7473 1.1114 2.2349 -0.605
C 2.8507 1.5576 1.4914 -0.369
N 2.6255 -1.0022 -1.1603 0.087
H 0.0431 -3.0299 1.6477 0.370
H -0.2904 -3.5618 0.0092 0.392
H 1.7434 -2.7954 -1.8209 0.366
H 3.3279 -0.9151 -1.8724 0.204
H 0.1050 -0.3319 2.2862 0.581
H 4.0566 1.3429 -0.2513 0.403
H 1.4368 1.7070 3.0778 0.378
H 3.3285 2.4679 1.8190 0.388
H -1.0916 -2.1210 0.6360 0.201

---

Least stable: version 1

---

Version 1
15
Properties=species:S:1:pos:R:3:mulliken_spin:R:1 method="wB97M-V/def2-TZVPD" lumo_ha="-0.1183 / -0.4096" total_charge=+1 mol_weight_da=90.07 spin_multiplicity=2 gap_ev="12.293 / 3.507"
O 13.2703 7.5921 -7.2914 0.055
H 14.0997 7.1146 -7.3084 -0.001
H 13.2152 7.9459 -6.4037 -0.003
O 15.1491 6.7562 -10.5069 0.337
H 16.0831 6.6859 -10.7044 -0.008
H 15.0732 6.4641 -9.5985 -0.011
O 15.4430 5.4864 -8.0092 0.002
H 15.2558 4.8845 -7.2889 0.000
H 16.2248 5.9617 -7.7278 0.000
O 13.8497 8.3209 -4.6120 0.001
H 13.4986 8.7645 -3.8398 0.000
H 14.7813 8.2100 -4.4221 0.000
O 11.2741 7.5768 -9.3060 0.663
H 10.8773 6.8067 -8.8989 -0.016
H 11.9352 7.8668 -8.6775 -0.018

---

Version 2
15
Properties=species:S:1:pos:R:3:mulliken_spin:R:1 method="wB97M-V/def2-TZVPD" lumo_ha="-0.1376 / -0.4312" total_charge=+1 mol_weight_da=90.07 spin_multiplicity=2 gap_ev="12.462 / 2.247"
O 21.9719 -8.8366 -27.7997 0.638
H 22.8325 -8.7146 -28.2006 -0.020
H 21.3676 -8.3796 -28.3847 -0.014
O 24.4554 -8.1960 -28.1088 0.032
H 24.7368 -8.8415 -27.4604 -0.001
H 24.1771 -7.4409 -27.5905 0.000
O 22.1797 -7.0977 -30.3622 0.055
H 22.9897 -7.6063 -30.3988 -0.003
H 22.3779 -6.2956 -30.8456 -0.002
O 21.6610 -2.9829 -31.0992 0.325
H 22.0319 -3.4875 -30.3753 -0.010
H 22.3412 -2.3472 -31.3218 -0.009
O 23.6931 -3.9346 -29.2631 0.010
H 23.4746 -4.7073 -28.7422 -0.001
H 24.5106 -4.1659 -29.7042 0.000

---

Least stable: version 2

---

Version 1
17
Properties=species:S:1:pos:R:3:mulliken_charge:R:1 method="wB97M-V/def2-TZVPD" lumo_ha="-0.0108 / -0.0108" mol_weight_da=151.26 gap_ev="7.407 / 7.408"
C -0.7164 1.7444 0.3008 -0.542
C 0.5251 1.4343 1.1113 -0.652
C 0.4398 0.4057 -1.2051 -0.446
C -0.4566 -2.9454 0.1310 -0.737
N -0.3503 1.4680 -1.0727 -0.161
O 2.7007 0.2138 0.1338 -0.685
S -1.2487 -1.6933 -0.8937 -0.272
S 1.2817 -0.0828 0.3135 0.594
H -1.5433 1.0887 0.6011 0.295
H -1.0280 2.7877 0.3963 0.333
H 1.2801 2.2143 1.0253 0.344
H 0.3159 1.2269 2.1547 0.413
H 0.7432 0.0362 -2.1638 0.469
H -0.9499 -3.8881 -0.0938 0.300
H -0.5840 -2.7054 1.1844 0.224
H 0.5971 -3.0183 -0.1218 0.230
H -1.0063 1.7134 -1.8014 0.295

---

Version 2
17
Properties=species:S:1:pos:R:3:mulliken_charge:R:1 method="wB97M-V/def2-TZVPD" lumo_ha=-0.0856 mol_weight_da=151.26 gap_ev=6.339
C -0.4326 -0.9339 1.5228 -0.647
C -0.9205 0.4637 1.2176 -0.946
C -0.9374 0.5354 -0.2345 0.731
C -2.1535 0.0987 -0.8675 -0.710
H -1.1707 -1.6468 0.9424 0.238
H -0.2204 -1.0833 2.5849 0.329
H 0.5673 -1.1468 0.8624 0.216
H -0.3692 1.3780 1.6680 0.383
H -1.9852 0.3818 1.6125 0.288
H -2.1825 -0.8838 -0.2708 0.147
H -2.1622 0.0113 -2.0094 0.280
H -2.8251 0.9110 -0.5727 0.273
H 2.0364 1.5778 -1.3019 0.187
N 0.1474 0.7515 -0.9394 -0.558
O 5.7338 -0.5382 -2.7981 -0.302
S 1.5861 1.1004 -0.0133 -0.207
S 5.2883 -0.9767 -1.4029 0.299

---

Version 3
17
Properties=species:S:1:pos:R:3:mulliken_charge:R:1 method="wB97M-V/def2-TZVPD" lumo_ha=0.0181 smiles="CN[C@H](C=O)CSS" mol_weight_da=151.26 gap_ev=9.439
S -2.4000 -1.0477 -3.2070 -0.214
S -1.2170 0.3391 -2.3552 -0.055
C -0.2043 -0.4947 -1.1298 -1.066
C 0.1009 0.4033 0.0673 0.150
C -1.1445 0.4948 0.9044 -0.183
O -1.4251 -0.3723 1.7023 -0.473
N 1.0654 -0.2940 0.9236 -0.307
C 1.6868 0.5329 1.8867 -0.871
H -1.9787 -1.2762 -4.4652 0.149
H 0.6816 -0.6730 -1.5635 0.543
H -0.5879 -1.5275 -0.9404 0.463
H 0.4912 1.5502 -0.1809 0.317
H -1.8672 1.2968 0.7753 0.440
H 0.8431 -1.2137 1.1283 0.240
H 2.3464 1.3996 1.4615 0.255
H 1.0166 0.9359 2.6857 0.281
H 2.5928 -0.0535 2.3070 0.331

---

Least stable: version 2

---

Version 1
21
Properties=species:S:1:pos:R:3:mulliken_charge:R:1 method="wB97M-V/def2-TZVPD" lumo_ha=-0.1447 smiles="[H]/N=C/NC(=[NH2+])/N=C(/OC)C(F)F" total_charge=+1 mol_weight_da=179.15 gap_ev=10.055
C -0.7760 1.7831 -0.7221 -0.034
C -1.4794 -0.1227 0.5077 0.449
C 0.7813 -0.4239 -0.2346 0.722
C 2.0647 -0.3176 1.6756 -0.821
C 0.8112 -0.9767 -1.6897 0.346
N -0.2868 -0.6721 0.5071 -0.609
N -1.7693 1.0652 -0.0921 -0.135
N 0.4723 1.5052 -0.7273 -0.328
N -2.3944 -0.8466 1.1320 -0.320
O 1.9905 -0.5960 0.2457 -0.316
F 1.6490 -0.2382 -2.4753 -0.256
F -0.4333 -0.9030 -2.2878 -0.286
H -1.2641 2.7032 -1.2680 0.307
H 3.1445 -0.6439 1.9152 0.285
H 1.4010 -0.8892 2.2141 0.381
H 1.8774 0.7542 1.7835 0.318
H 1.1740 -1.9411 -1.7341 0.352
H -2.7734 1.2003 -0.4064 0.315
H 1.1541 1.9718 -1.2130 0.204
H -1.9751 -1.6263 1.6503 0.263
H -3.3681 -0.7858 1.2192 0.162

---

Version 2
21
Properties=species:S:1:pos:R:3:mulliken_charge:R:1 method="wB97M-V/def2-TZVPD" lumo_ha=-0.1301 smiles="[H]/N=C/NC(=[NH2+])/N=C(/OC)C(F)F" total_charge=+1 mol_weight_da=179.15 gap_ev=10.516
C 2.1676 0.9034 -1.3357 -0.169
C 0.6933 1.0277 0.5803 0.524
C -0.8847 -0.5652 -0.1500 0.576
C -1.0033 -2.6088 0.9396 -0.756
C -1.8027 0.3379 -0.9426 0.256
N 0.1460 -0.1539 0.4525 -0.362
N 1.7944 1.4879 -0.1102 -0.128
N 1.4142 0.1436 -2.0164 -0.395
N 0.2204 1.6504 1.6937 -0.370
O -1.4211 -1.7458 -0.0673 -0.302
F -1.1092 1.3544 -1.4643 -0.228
F -2.6390 0.7618 0.0199 -0.230
H 3.2373 0.9123 -1.5010 0.379
H -0.8861 -2.2147 1.9284 0.323
H -0.1189 -3.1554 0.6732 0.348
H -1.7156 -3.4772 1.1207 0.293
H -2.5272 -0.0524 -1.8460 0.264
H 2.4137 2.1373 0.3446 0.258
H 1.7959 -0.3795 -2.7678 0.245
H -0.4424 1.1843 2.2570 0.220
H 0.6675 2.4518 2.1914 0.254

---

Least stable: version 2

---

Version 1
9
Properties=species:S:1:pos:R:3:mulliken_charge:R:1 method="wB97M-V/def2-TZVPD" lumo_ha=-0.0062 smiles="O=C=NBr.C=C=O" mol_weight_da=163.96 gap_ev=9.433
C 1.5528 -1.4738 0.0145 0.599
C -0.9074 0.6925 0.4645 0.896
C -2.0600 0.7185 -0.0349 -1.054
N 2.2410 -0.7427 -0.6441 -0.294
O 0.7359 -2.2038 0.3626 -0.395
O 0.0861 0.8408 1.0458 -0.389
Br 3.3542 0.6723 -0.5643 0.086
H -2.7019 -0.1268 -0.3699 0.249
H -2.3006 1.6230 -0.2741 0.303

---

Version 2
9
Properties=species:S:1:pos:R:3:mulliken_charge:R:1 method="wB97M-V/def2-TZVPD" lumo_ha=-0.0103 smiles="O=CN1C(=O)[C@@H]1Br" mol_weight_da=163.96 gap_ev=10.145
C -0.8728 0.5991 1.1089 0.174
C 1.1441 0.3526 -0.5494 0.592
C 0.2187 -0.7221 -0.5587 -0.173
N -0.1192 0.5666 -0.0524 -0.174
O 2.1995 0.9060 -0.6396 -0.488
O -1.4001 -0.4052 1.4537 -0.465
Br -0.7880 -1.2449 -2.1340 -0.139
H -0.7899 1.6304 1.3971 0.372
H 0.4076 -1.6825 -0.0254 0.301

---

Least stable: version 1